This record from the OMol25 dataset describes C7H9NO in the gas phase. The level of theory is ωB97M-V/def2-TZVPD.

The geometry in XYZ format:
```
18
C7H9NO ωB97M-V/def2-TZVPD
C 0.4019 2.1909 1.6498
H -0.0797 2.8493 2.3717
C -0.9471 -1.1951 -1.6364
H 0.8184 2.7965 0.8853
H -2.3040 -2.6869 -2.2008
H -0.2452 0.6130 -1.7020
C -1.3354 -2.2286 -2.5162
H -1.3150 -2.0103 0.2736
C -0.4398 0.0450 0.3889
C -0.4569 1.1679 0.8918
C 1.5590 1.3257 2.2212
H 3.3385 1.1877 3.2339
O -0.4365 -0.2181 -2.3477
H -0.4173 -2.8800 -2.5144
H 1.5682 0.2575 1.8568
N 2.5582 1.6991 2.8733
C -0.8863 -1.1773 -0.2230
H -1.3810 -1.7364 -3.5058
```

The calculation puts the LUMO energy at 0.6 eV. The SMILES is [H]/N=C/CC#C/C=C(/C)O. Its total charge is 0. The calculation puts the energy relative to the best compared isomer or geometry (same formula, charge and spin) at 433.2 kJ/mol. The calculation puts the energy at -10938.324 eV. The calculation puts the largest force on an atom at 5.2 eV/A.